No. 1
Below is 2 unconnected molecules or ions with the total composition C4H10N2O2 at a distorted geometry, with properties calculated with wB97M-V/def2-TZVPD.

The calculation puts the energy above the lowest of the compared OMol25 structures with the same formula, charge and spin at 0.733 eV. Its net charge is 0. The value obtained for the highest occupied orbital energy is -9.79 eV. The value obtained for the gap between HOMO and LUMO is 10.374 eV. Its spin multiplicity is 1.

XYZ file:
```
18
Properties=species:S:1:pos:R:3:forces:R:3:mulliken_charge:R:1
C -0.405 -0.796 2.194 -0.63 0.43 0.22 -1.14
C 0.790 0.090 1.913 -0.39 -0.16 -0.07 0.73
N 1.951 -0.564 1.703 -0.01 -0.58 0.06 -0.39
O 0.682 1.295 1.869 0.08 0.28 -0.06 -0.61
H -0.669 -0.716 3.254 0.24 -0.26 -0.09 0.31
H -0.337 -1.829 1.872 0.29 -0.17 0.16 0.41
H -1.260 -0.354 1.690 -0.06 0.12 -0.16 0.29
H 2.765 -0.035 1.442 0.10 -0.15 0.09 0.23
H 1.956 -1.573 1.791 0.36 0.46 -0.19 0.20
C -0.161 1.556 -1.981 0.43 0.05 -0.65 -0.75
C -0.938 0.320 -2.334 0.32 0.20 0.16 0.50
N -0.755 -0.816 -1.567 -0.67 -1.34 0.14 -0.42
O -1.594 0.282 -3.348 -0.17 -0.12 -0.25 -0.57
H 0.564 1.688 -2.793 -0.25 -0.05 -0.14 0.25
H 0.480 1.509 -1.107 -0.55 0.08 0.56 0.26
H -0.849 2.397 -2.065 0.23 0.11 0.47 0.26
H -1.294 -1.581 -1.966 0.13 0.16 -0.24 0.26
H -0.927 -0.874 -0.570 0.55 0.93 0.00 0.19
```
Forces are in eV/Å.



No. 2
Below is 2 unconnected molecules or ions with the total composition C4H10N2O2 at a distorted geometry, with properties calculated with wB97M-V/def2-TZVPD.

The calculation puts the energy above the lowest of the compared OMol25 structures with the same formula, charge and spin at 1.396 eV. Its net charge is 0. The value obtained for the highest occupied orbital energy is -9.40 eV. The value obtained for the gap between HOMO and LUMO is 9.896 eV. Its spin multiplicity is 1.

XYZ file:
```
18
Properties=species:S:1:pos:R:3:forces:R:3:mulliken_charge:R:1
C 2.220 0.162 -1.372 3.17 0.13 -0.82 -0.87
C 2.120 -0.962 -0.426 -1.37 -1.58 1.34 0.61
N 3.319 -1.640 -0.050 -0.51 2.93 -1.50 -0.53
O 1.013 -1.289 -0.012 1.13 -0.23 0.12 -0.56
H 3.293 0.021 -1.776 -1.59 1.03 0.08 0.35
H 2.121 1.122 -0.835 0.07 -0.42 -0.38 0.23
H 1.523 0.078 -2.193 -0.25 0.01 0.05 0.27
H 3.212 -2.082 0.839 0.26 -0.25 0.48 0.28
H 4.106 -0.947 -0.176 -0.85 -1.63 0.66 0.25
C -1.437 0.862 -0.616 1.13 -4.28 2.12 -0.40
C -2.436 0.910 0.521 -0.91 -0.52 -2.08 0.46
N -1.817 1.174 1.680 -1.60 -0.60 4.29 -0.42
O -3.624 0.671 0.293 1.28 0.57 1.23 -0.62
H -0.389 0.819 -0.199 -1.02 0.48 -0.88 -0.13
H -1.621 1.545 -1.351 -0.35 1.81 -1.93 0.37
H -1.608 -0.217 -0.990 0.36 1.76 0.10 0.20
H -2.248 0.907 2.636 0.49 0.78 -2.52 0.26
H -0.827 1.125 1.735 0.54 0.01 -0.35 0.25
```
Forces are in eV/Å.



No. 3
Below is 2 unconnected molecules or ions with the total composition C4H10N2O2 at a distorted geometry, with properties calculated with wB97M-V/def2-TZVPD.

The calculation puts the energy above the lowest of the compared OMol25 structures with the same formula, charge and spin at 3.551 eV. Its net charge is 0. The value obtained for the highest occupied orbital energy is -8.75 eV. The value obtained for the gap between HOMO and LUMO is 9.211 eV. Its spin multiplicity is 1.

XYZ file:
```
18
Properties=species:S:1:pos:R:3:forces:R:3:mulliken_charge:R:1
C -2.226 0.994 -0.264 -3.18 2.94 -0.78 -0.80
C -2.071 -0.457 0.159 4.48 1.26 -0.94 0.40
N -3.014 -1.380 0.069 -6.12 -2.06 3.36 -0.52
O -0.840 -0.663 0.255 -4.43 -1.08 1.01 -0.58
H -1.677 1.588 0.425 0.65 0.20 0.80 0.32
H -3.216 1.757 -0.419 1.96 -2.95 0.40 0.26
H -1.662 1.084 -1.191 -0.21 -0.15 -0.14 0.25
H -2.985 -2.383 0.506 1.16 2.62 -1.23 0.32
H -4.003 -1.006 0.507 3.07 -0.87 -2.01 0.30
C 3.125 0.743 0.361 0.31 3.55 1.19 -0.73
C 2.635 -0.567 -0.020 -2.43 -3.06 -0.68 0.60
N 1.261 -0.533 -0.264 3.22 2.31 -0.87 -0.26
O 3.234 -1.622 -0.167 0.69 0.65 0.56 -0.64
H 3.638 0.939 1.392 -0.60 -1.02 -2.08 0.29
H 2.175 1.437 0.431 2.18 -0.95 -0.38 0.18
H 3.794 1.000 -0.514 -0.48 0.41 1.24 0.19
H 0.830 -1.354 -0.653 0.16 0.17 -0.09 0.26
H 1.002 0.421 -0.613 -0.43 -1.98 0.65 0.15
```
Forces are in eV/Å.



No. 4
Below is a molecular structure, C4H10N2O2 at a distorted geometry, with properties calculated with wB97M-V/def2-TZVPD.

The calculation puts the energy above the lowest of the compared OMol25 structures with the same formula, charge and spin at 4.974 eV. Its net charge is 0. The value obtained for the highest occupied orbital energy is -8.77 eV. The value obtained for the gap between HOMO and LUMO is 9.464 eV. Its spin multiplicity is 1.

XYZ file:
```
18
Properties=species:S:1:pos:R:3:forces:R:3:mulliken_charge:R:1
C -1.306 -0.559 0.061 0.55 1.76 -0.07 -0.42
C -2.613 0.207 0.076 -0.23 -0.10 0.00 -1.19
H -2.685 0.823 0.974 -0.02 -0.08 -0.05 0.31
H -1.193 -1.163 -0.842 0.15 0.03 0.05 0.36
H -1.192 -1.167 0.963 0.13 0.07 -0.03 0.34
H 0.324 -0.536 0.195 3.66 0.41 -0.38 0.21
H -2.698 0.861 -0.793 0.05 -0.05 0.03 0.33
H -3.453 -0.492 0.051 -0.01 0.09 0.06 0.38
C -0.087 0.796 0.052 -4.41 -0.36 0.34 0.49
C 1.705 -0.422 -0.034 -1.66 -0.63 -0.35 0.36
N 2.450 -0.162 1.054 -0.04 -0.09 0.40 -0.38
O -0.003 1.243 -1.229 0.72 -0.18 0.24 -0.51
N 1.982 -0.689 -1.244 0.25 -0.60 0.31 -0.68
O -0.108 1.515 1.034 0.97 -0.64 -0.72 -0.64
H 0.458 0.571 -1.774 -0.08 0.10 0.16 0.39
H 3.376 -0.549 1.180 -0.14 0.46 -0.07 0.22
H 2.058 0.520 1.695 0.23 -0.41 0.13 0.22
H 2.985 -0.797 -1.420 -0.11 0.21 -0.05 0.23
```
Forces are in eV/Å.



No. 5
Below is a single C4H10N2O2 molecule at a distorted geometry, with properties calculated with wB97M-V/def2-TZVPD.

The calculation puts the energy above the lowest of the compared OMol25 structures with the same formula, charge and spin at 2.178 eV. Its net charge is 0. The value obtained for the highest occupied orbital energy is -9.33 eV. The value obtained for the gap between HOMO and LUMO is 10.085 eV. Its spin multiplicity is 1.

XYZ file:
```
18
Properties=species:S:1:pos:R:3:forces:R:3:mulliken_charge:R:1
C 0.427 0.524 -1.904 0.47 0.62 -0.80 -0.92
N 0.524 -0.796 -1.336 -0.33 1.04 0.46 -0.17
C 0.819 -1.122 -0.036 -0.31 -0.67 -0.90 0.55
O 1.020 -2.287 0.230 -0.11 -0.41 0.64 -0.64
C 0.998 -0.032 0.995 0.48 -0.04 0.02 -0.65
N -0.005 1.006 0.985 0.43 -1.47 -0.94 -0.10
C -1.359 0.609 1.007 -2.13 1.58 -0.15 -0.42
O -2.151 1.523 0.203 -0.07 -0.08 -0.38 -0.54
H -0.601 0.833 -2.117 0.07 -0.10 -0.05 0.22
H 0.892 1.319 -1.328 -0.11 -0.35 0.47 0.41
H 1.004 0.546 -2.837 -0.35 -0.14 -0.11 0.35
H 0.122 -1.517 -1.910 0.34 -0.41 0.20 0.20
H 2.001 0.315 0.705 -0.17 0.64 0.37 0.36
H 1.102 -0.512 1.971 0.08 -0.26 -0.15 0.31
H 0.235 1.834 1.470 -0.01 0.64 0.59 0.19
H -1.604 -0.420 0.735 0.93 -0.11 -0.36 0.31
H -1.930 0.754 1.933 0.65 -0.09 0.47 0.28
H -1.807 1.649 -0.699 0.16 -0.39 0.63 0.26
```
Forces are in eV/Å.



No. 6
Below is 3 unconnected molecules or ions with the total composition C4H10N2O2 at a distorted geometry, with properties calculated with wB97M-V/def2-TZVPD.

The calculation puts the energy above the lowest of the compared OMol25 structures with the same formula, charge and spin at 1.814 eV. Its net charge is 0. The value obtained for the highest occupied orbital energy is -8.63 eV. The value obtained for the gap between HOMO and LUMO is 8.939 eV. Its spin multiplicity is 1.

XYZ file:
```
18
Properties=species:S:1:pos:R:3:forces:R:3:mulliken_charge:R:1
C -0.316 0.580 -1.240 -0.25 1.02 -0.41 -1.13
C -0.186 -0.725 -0.555 0.79 0.58 -0.33 0.76
C 0.929 -1.384 -0.122 -0.48 -0.28 0.24 -0.51
N 0.564 -2.606 0.386 0.76 -0.74 -0.45 -0.56
C -0.706 -2.739 0.175 0.04 0.45 0.45 -0.23
N -1.223 -1.587 -0.362 -0.56 -0.47 0.07 -0.10
H -0.676 0.518 -2.272 0.12 -0.32 0.01 0.30
H -0.992 1.307 -0.788 -0.21 -0.34 0.36 0.16
H 0.618 1.144 -1.278 0.19 -0.41 0.02 0.28
H 1.972 -1.136 -0.203 0.01 0.34 0.10 0.44
H -1.240 -3.649 0.388 -0.41 0.23 0.07 0.39
H -2.194 -1.334 -0.423 0.01 -0.17 -0.20 0.21
O 2.533 -0.122 2.725 -0.40 0.51 -0.09 -0.63
H 2.736 0.330 1.899 0.24 -0.18 -0.05 0.31
H 1.676 0.273 2.943 0.18 -0.33 0.16 0.31
O -1.226 3.828 -0.792 -0.04 -0.01 -0.03 -0.65
H -0.462 4.009 -0.238 0.03 0.04 0.03 0.32
H -1.807 3.293 -0.244 -0.03 0.09 0.03 0.32
```
Forces are in eV/Å.



- What is the spin multiplicity in the second record?
  1



- Which formula does entry 1 have?
  C4H10N2O2